Formula: C5H10O
Source: the Open Molecules 2025 dataset
Level of theory: the ωB97M-V functional and the def2-TZVPD basis

relative energy (zero: lowest compared OMol25 entry of this formula, charge and spin)	395.4	kJ/mol
HOMO energy	-8.96	eV
energy	-271.602004	hartree

Element x y z (Å)
C -0.915 0.094 -2.363
C -0.840 0.005 -0.838
C 0.230 -0.866 -0.330
C 1.352 1.144 1.929
C 0.027 -1.725 0.772
O -0.631 -2.707 0.417
H -1.220 -0.871 -2.777
H -1.650 0.845 -2.671
H 0.059 0.352 -2.786
H -0.521 0.985 -0.431
H -1.825 -0.209 -0.397
H 1.702 0.577 1.059
H 0.291 0.951 2.109
H 1.927 0.846 2.808
H 1.497 2.211 1.744
H 0.518 -1.632 1.756

Force components x, y, z for each atom (eV/Å):
C 0.008 0.025 -0.098
C 0.050 -0.133 0.020
C -0.279 0.040 0.021
C -0.001 0.015 -0.002
C -0.015 -0.098 -0.119
O 0.138 0.208 0.131
H 0.046 0.147 0.066
H 0.112 -0.097 0.047
H -0.133 -0.025 0.070
H 0.005 -0.097 0.010
H 0.144 -0.008 -0.022
H -0.036 0.097 0.134
H 0.142 0.030 -0.023
H -0.069 0.036 -0.112
H -0.014 -0.140 0.017
H -0.098 -0.002 -0.140

Formula: H26O13
Source: the Open Molecules 2025 dataset
Level of theory: the ωB97M-V functional and the def2-TZVPD basis

relative energy (zero: lowest compared OMol25 entry of this formula, charge and spin)	151.4	kJ/mol
HOMO energy	-9.98	eV
energy	-993.715576	hartree

Element x y z (Å)
O 2.966 -1.761 -2.189
H 2.592 -2.528 -2.527
H 2.879 -1.875 -1.265
O 1.012 0.247 -2.718
H 1.538 -0.548 -2.595
H 0.354 0.220 -1.941
O -0.778 1.392 2.098
H -0.847 2.318 2.287
H 0.108 1.329 1.747
O -2.459 2.554 -0.377
H -1.522 2.553 -0.101
H -2.934 3.130 0.267
O -0.085 0.196 -0.177
H -0.699 -0.135 0.483
H 0.669 -0.367 -0.064
O 2.245 1.086 1.670
H 2.391 0.234 2.102
H 2.589 1.018 0.787
O -2.353 -2.027 0.587
H -2.293 -2.402 -0.285
H -2.881 -1.264 0.537
O 1.978 -1.591 0.346
H 1.741 -2.536 0.507
H 2.577 -1.506 1.099
O -3.086 -0.038 2.738
H -2.255 0.383 2.495
H -3.623 0.050 1.929
O 0.235 -3.727 -0.273
H 0.059 -4.336 -0.930
H -0.262 -2.963 -0.466
O 3.067 1.291 -0.827
H 2.435 0.852 -1.383
H 3.901 0.782 -0.847
O 0.472 2.934 -0.510
H 0.699 3.118 -1.399
H 0.645 2.010 -0.316
O -3.673 0.379 0.167
H -4.223 0.357 -0.629
H -3.176 1.171 -0.027

Force components x, y, z for each atom (eV/Å):
O 1.169 2.079 -0.822
H -0.939 -2.296 -1.341
H -0.168 0.104 1.879
O -1.378 0.372 1.735
H 0.338 -0.355 -0.167
H 1.015 0.088 -1.690
O -0.252 -0.141 0.092
H -0.295 0.814 0.435
H 0.903 -0.295 -0.130
O -0.338 1.002 0.811
H -0.054 0.198 -0.312
H 0.675 -0.515 -0.741
O -0.534 0.275 -0.504
H -0.605 -0.024 0.088
H 1.009 -0.707 0.310
O -0.707 -0.285 1.894
H -0.101 0.479 0.013
H 0.524 0.191 -1.336
O 1.844 -2.031 0.612
H -0.368 -0.027 -0.475
H -1.278 1.865 -0.322
O 0.492 -1.609 1.043
H -0.600 0.456 -0.753
H 0.181 0.671 -0.087
O -0.552 -0.066 -0.117
H 0.176 0.051 0.158
H 0.193 0.009 0.652
O 1.759 0.591 2.384
H -0.558 -2.042 -2.088
H -1.102 1.502 -0.212
O 1.496 0.126 0.897
H -0.560 -0.515 -1.187
H -0.701 0.336 -0.370
O -0.761 0.401 1.713
H 0.427 -0.001 -1.324
H 0.103 -0.268 -0.281
O -1.430 -1.190 -0.836
H -0.216 -0.434 0.291
H 1.192 1.190 0.087

Formula: C5H6F3NO3S
Source: the Open Molecules 2025 dataset
Level of theory: the ωB97M-V functional and the def2-TZVPD basis

HOMO energy	-9.62	eV
energy	-1172.249949	hartree

Element x y z (Å)
C -2.440 -1.154 -0.287
C -1.358 1.332 0.024
C -0.987 0.820 -1.371
C -1.879 0.188 -0.347
C 2.770 0.229 -0.282
N -1.696 -1.893 0.530
O -3.515 -1.502 -0.768
O 0.704 -0.703 1.077
O 1.802 1.456 1.804
F 2.960 1.196 -1.135
F 3.764 0.141 0.616
F 2.641 -0.910 -1.009
S 1.072 0.613 0.596
H 1.889 0.929 2.557
H -1.414 2.181 0.750
H -1.451 1.358 -2.214
H -0.113 0.209 -1.643
H -0.794 -1.587 0.704
H -1.955 -2.902 0.398

Force components x, y, z for each atom (eV/Å):
C -2.428 0.544 0.889
C -0.923 -0.512 -0.149
C -1.174 0.806 -0.272
C 0.475 1.772 -0.854
C -1.339 -0.958 0.631
N -2.399 -3.549 -0.868
O 1.130 0.349 -0.189
O -0.005 -0.468 0.529
O -0.940 1.334 -2.395
F 0.776 1.052 -0.498
F -0.358 -0.211 -0.941
F 0.350 0.487 0.942
S 2.548 0.474 0.126
H 0.433 -1.648 2.141
H 0.370 -1.037 -0.917
H 0.300 -0.573 0.174
H 0.321 0.681 0.323
H 2.026 0.182 0.655
H 0.837 1.275 0.674

Formula: C3H10NO
Source: the Open Molecules 2025 dataset
Level of theory: the ωB97M-V functional and the def2-TZVPD basis

relative energy (zero: lowest compared OMol25 entry of this formula, charge and spin)	111.8	kJ/mol
HOMO energy	-2.48	eV
net charge	-1
energy	-250.248784	hartree

Element x y z (Å)
C 2.564 0.019 0.560
O 1.789 0.980 -0.006
H 3.416 -0.311 -0.077
H 2.049 -0.973 0.810
H 2.921 0.238 1.580
C -1.162 -1.148 -0.577
N -0.753 0.007 0.147
C -1.596 1.169 0.015
H -1.722 -1.874 0.044
H -0.370 -1.686 -1.104
H -1.883 -0.995 -1.409
H 0.249 0.240 0.031
H -1.186 1.903 0.699
H -1.690 1.492 -1.037
H -2.626 0.939 0.325

Force components x, y, z for each atom (eV/Å):
C -0.722 -0.686 -0.029
O 0.039 -0.322 0.081
H 0.262 0.127 0.207
H -0.153 0.290 -0.471
H 0.628 0.469 0.181
C -1.015 -0.784 -0.672
N -0.218 -0.394 0.176
C -0.050 -0.960 -0.051
H 0.312 -0.049 0.095
H 0.398 0.086 0.501
H 0.046 0.640 0.070
H 0.289 0.562 -0.066
H -0.062 0.538 -0.327
H 0.202 0.487 0.119
H 0.045 -0.005 0.186

Formula: C8H23N2Si2
Source: the Open Molecules 2025 dataset
Level of theory: the ωB97M-V functional and the def2-TZVPD basis

relative energy (zero: lowest compared OMol25 entry of this formula, charge and spin)	21.3	kJ/mol
HOMO energy	-11.69	eV
net charge	+1
energy	-1006.812106	hartree

Element x y z (Å)
C 2.166 0.146 0.775
C -0.274 -0.653 0.183
C -0.167 3.186 -1.482
C 1.129 1.395 -2.413
C -2.833 -0.455 0.170
C -1.627 -2.384 1.024
C 2.059 -3.020 -0.249
C -0.237 1.965 1.606
N 0.677 2.005 -1.150
N -1.625 -0.897 0.883
Si 1.388 -1.603 0.915
Si 0.560 1.034 0.262
H 2.654 0.490 1.623
H 2.995 0.046 -0.037
H -0.366 -1.122 -0.714
H -0.555 3.769 -0.703
H 0.461 3.898 -1.953
H -0.865 2.963 -2.268
H 0.237 1.269 -2.974
H 1.852 1.960 -2.891
H 1.526 0.509 -2.012
H -3.783 -0.924 0.726
H -2.871 0.664 0.405
H -2.948 -0.735 -0.846
H -1.826 -2.652 0.033
H -0.704 -2.857 1.520
H -2.470 -2.758 1.510
H 1.368 -3.496 -0.937
H 2.715 -2.381 -1.087
H 2.735 -3.767 0.278
H -1.356 1.780 1.709
H 0.314 1.795 2.543
H 0.047 2.991 1.469
H -1.561 -0.390 1.748
H 1.184 -1.772 2.330

Force components x, y, z for each atom (eV/Å):
C 0.749 -1.582 -3.464
C 0.144 0.070 2.646
C 1.620 -1.031 -0.619
C -1.491 0.054 2.900
C -2.794 1.520 3.412
C 1.154 -0.166 1.184
C 2.060 2.116 -1.021
C -0.538 -0.283 1.113
N -1.108 1.270 0.097
N 1.944 -1.647 -0.713
Si -0.287 1.764 -1.472
Si 1.099 -0.116 -0.670
H 0.884 0.700 1.718
H -1.361 0.577 1.132
H -0.441 -1.040 -3.051
H -0.971 0.091 1.547
H 1.041 0.762 -0.654
H -0.952 -0.386 -0.016
H -0.444 -0.602 -1.172
H 1.408 1.167 -1.071
H 0.887 -1.819 -0.753
H 2.110 1.022 -1.064
H -0.239 -1.461 -1.093
H 0.680 -0.093 -0.942
H 0.563 -1.101 -1.599
H -1.440 1.086 -1.055
H -1.535 -0.155 1.396
H -0.463 -0.320 0.488
H -1.235 -1.589 2.395
H -0.879 1.008 -0.785
H 1.434 0.703 0.068
H -0.572 -0.556 0.056
H -0.634 0.840 -0.359
H -0.186 -0.044 0.692
H -0.209 -0.759 0.729

Formula: C2H10NS2
Source: the Open Molecules 2025 dataset
Level of theory: the ωB97M-V functional and the def2-TZVPD basis

relative energy (zero: lowest compared OMol25 entry of this formula, charge and spin)	65.4	kJ/mol
HOMO energy	-12.06	eV
net charge	+1
energy	-933.059299	hartree

Element x y z (Å)
C 2.081 -0.297 -2.179
N 1.773 0.621 -1.034
H 1.114 -0.502 -2.646
H 2.723 0.223 -2.890
H 2.597 -1.145 -1.715
H 1.196 0.127 -0.348
H 1.279 1.475 -1.308
H 2.630 1.051 -0.664
C -2.945 0.479 1.959
S -1.288 -0.036 2.593
S -0.749 -1.187 0.989
H -3.553 0.273 2.839
H -3.297 -0.169 1.154
H -2.910 1.550 1.797
H -0.650 -2.463 1.451

Force components x, y, z for each atom (eV/Å):
C -0.147 0.302 0.106
N 0.408 1.341 -0.382
H 0.416 -0.485 0.069
H -0.014 -0.110 0.132
H -0.353 -0.019 -0.570
H 0.098 -0.016 0.613
H -0.490 -0.369 -0.319
H -0.084 -0.806 0.558
C 0.236 -0.460 1.567
S -0.247 -0.157 -0.683
S 0.694 -0.301 -0.538
H -0.436 0.235 -0.198
H 0.283 0.426 -0.034
H -0.198 -0.064 -0.493
H -0.166 0.483 0.172

Formula: C7H7ClN4
Source: the Open Molecules 2025 dataset
Level of theory: the ωB97M-V functional and the def2-TZVPD basis

relative energy (zero: lowest compared OMol25 entry of this formula, charge and spin)	0.0	kJ/mol
HOMO energy (alpha / beta)	-7.32 / -7.32	eV
energy	-950.051119	hartree

Element x y z (Å)
C -0.554 2.476 1.435
C -1.562 0.868 0.111
C 0.605 1.796 1.295
C -1.737 2.032 0.834
C -0.390 0.216 -0.096
C -0.145 -0.818 -1.057
C 1.758 -1.421 0.092
N 1.789 -0.022 0.860
N 0.931 -1.527 -1.055
N 0.721 0.620 0.649
N -1.011 -0.929 -2.042
Cl -3.258 2.607 1.331
H -0.427 3.325 2.099
H -2.529 0.489 -0.335
H 1.450 2.009 1.808
H 2.756 -1.668 -0.321
H 1.569 -1.970 0.955
H -1.784 -0.220 -2.430
H -0.754 -1.707 -2.660

Force components x, y, z for each atom (eV/Å):
C 0.082 0.685 0.390
C -3.552 0.583 -0.967
C -1.975 0.327 -0.592
C 1.716 -0.852 0.695
C 0.959 0.269 0.838
C 1.543 0.370 1.073
C 1.656 2.727 -0.318
N 1.025 -2.075 -2.324
N -1.141 0.086 0.046
N -0.645 -0.797 -0.281
N -3.682 0.246 -3.850
Cl -0.661 0.378 -0.125
H -0.681 0.117 -0.181
H 1.408 0.044 0.292
H 2.440 1.013 1.444
H -0.161 0.480 1.007
H -0.791 -2.130 1.003
H 2.915 -2.161 1.732
H -0.456 0.690 0.120